Molecular formula: C5H8OS
Method: DFT, ωB97M-V/def2-TZVPD

Structure (XYZ):
```
15
Properties=species:S:1:pos:R:3:mulliken_charge:R:1
S 3.19186 -0.29553 -0.64069 -0.1267
O -1.94765 -0.68297 -0.03929 -0.3010
C -2.84324 0.32373 -0.42439 -0.5433
C 0.47326 -1.17107 -0.08601 -0.4025
C 2.23927 0.86248 0.25333 -0.6813
C -0.60950 -0.28715 -0.08231 0.1970
C 1.85781 -0.65038 0.51176 -0.2270
H -2.41826 1.44819 0.16695 0.2566
H 2.06077 -0.94155 1.51859 0.4061
H 2.90032 1.20902 1.07461 0.2568
H 0.52511 -2.32520 -0.20154 0.2485
H -4.02453 -0.12493 0.17880 0.2047
H -0.26689 0.76146 -0.12097 0.0421
H 1.70560 1.58582 -0.25084 0.4428
H -2.84393 0.28808 -1.85802 0.2271
```

Values from the calculation:
multiplicity = 1
DFT total energy = -668.527561 hartree
energy above the lowest of the compared OMol25 structures with the same formula, charge and spin = 5.741 eV
largest force on an atom = 0.093 Eh/bohr
LUMO = 0.6 eV
orbital gap = 9.1 eV

Molecular formula: C4H3HgLiO6
Method: DFT, ωB97M-V/def2-TZVPD

Structure (XYZ):
```
15
Properties=species:S:1:pos:R:3:mulliken_charge:R:1
Hg -1.37316 -0.57022 -4.33958 -0.2695
O -1.38001 -0.58149 -2.17065 -0.3451
O 2.46047 -0.42778 1.52276 -0.8679
O -1.37319 1.39126 -1.05358 -0.1529
O 0.28765 0.05275 1.90334 -0.2694
O 1.48986 -1.03547 3.40843 -0.8865
O -1.35083 1.35848 -3.25978 -0.4209
C -1.34138 0.74639 0.27684 -0.4089
C 0.07984 0.28883 0.48997 -0.1438
C -1.36950 0.67874 -2.19061 0.1019
C 1.46767 -0.42307 2.30219 0.9750
Li 3.19347 -1.72840 2.78377 0.8604
H 0.79031 1.06618 0.16820 0.2497
H -1.98239 -0.14872 0.18711 0.2710
H 0.40120 -0.66747 -0.02842 0.3068
```

Values from the calculation:
multiplicity = 2
net charge = -1
DFT total energy = -766.650689 hartree
energy above the lowest of the compared OMol25 structures with the same formula, charge and spin = 0.000 eV
largest force on an atom = 0.114 Eh/bohr
LUMO (spin up / spin down) = 1.0 / 1.0 eV
orbital gap (spin up / spin down) = 3.2 / 3.2 eV

Molecular formula: C36H39N9NaO5S2
Method: DFT, ωB97M-V/def2-TZVPD

Structure (XYZ):
```
92
Properties=species:S:1:pos:R:3:mulliken_charge:R:1
S 2.76897 0.89510 -4.73459 -0.4296
S 2.49932 2.60954 -0.29594 -0.5880
Na -0.13846 0.74265 -0.03517 0.6366
O -2.12709 -2.14396 -2.75983 -0.8666
O -1.29894 -0.29100 -1.80958 -0.2397
O -1.37237 -1.20209 0.55659 -0.3065
O 2.50363 -0.68464 3.19169 -0.5796
O 0.40227 -0.33856 2.53103 -0.5199
N 0.10743 1.08633 -4.29428 0.3063
N 6.08311 -1.99815 0.58298 -0.6375
N 3.24772 1.79573 2.88697 -0.6913
N -0.08470 3.43794 0.93509 1.1169
N 3.07032 4.89404 0.89530 -0.3198
N -2.33169 1.88034 0.42925 0.3989
N 0.92003 4.32144 1.18685 -1.4119
N 1.27640 2.75872 -3.48049 -0.2149
N 1.82201 -0.57210 -1.04116 1.3435
C -3.42036 1.14741 0.23466 -0.2350
C 3.72779 -2.36190 -1.99886 -0.6248
C -0.89568 1.99486 -3.75891 -0.4476
C 2.07538 3.99745 0.63099 0.5577
C -1.68222 -2.20201 -0.40927 2.8098
C 3.52613 2.84753 3.87531 -0.7155
C 3.93854 -1.65020 -0.81876 -0.0332
C 2.96232 -0.75994 -0.38847 -0.0124
C -0.04975 2.92116 -2.88788 0.3394
C -1.20908 3.75946 1.44614 -0.9807
C 0.24890 -5.31675 -1.43764 -0.8756
C 1.48330 0.09706 2.85463 -0.4823
C -0.60102 -3.27965 -0.46389 -0.5858
C -4.30394 -4.21401 1.47350 -0.8243
C -3.58973 3.27251 1.90562 -1.1225
C 1.63213 -1.24569 -2.17479 -0.5056
C 5.13214 -1.83738 -0.04351 -0.1432
C 2.45148 2.61586 4.92856 -0.7065
C -0.71302 -4.32191 -1.38418 -0.2985
C -3.08909 -3.72728 1.01371 -0.2611
C -5.44052 -2.88842 -0.16703 -1.0325
C -0.27470 -0.08228 -5.04498 -0.9333
C -4.71794 2.49614 1.70363 -0.3089
C -3.03173 -2.81063 -0.03319 0.0200
C 1.33121 -5.29746 -0.56482 -0.5327
C 0.48452 -3.26329 0.40465 0.2179
C -5.48727 -3.79378 0.88352 -0.4826
C -4.63875 1.41044 0.84766 -1.1957
C 1.79289 1.58060 2.84921 3.6903
C 2.55784 -2.14450 -2.69063 -1.3675
C -2.40689 2.93302 1.25044 0.9964
C 1.44327 -4.26989 0.35686 -0.7864
C 1.21696 2.31613 4.07475 -0.8794
C -4.22342 -2.40142 -0.62365 -0.3351
C 1.34752 1.57778 -4.16463 0.1652
C -1.72695 -1.46948 -1.80070 -0.5162
H 2.08178 -6.07753 -0.60726 0.3889
H -0.75804 0.20419 -5.98631 0.3080
H 2.28299 -4.23706 1.04095 0.4767
H 0.62435 -0.64899 -5.27630 0.2391
H -1.63680 1.43456 -3.19275 0.0983
H 3.25061 -0.04384 3.31802 0.5081
H -0.04387 2.61509 -1.84047 -0.5374
H 0.69516 -1.05352 -2.68215 0.6491
H -3.30093 0.31028 -0.44090 0.4137
H -1.55056 -4.32193 -2.06944 0.4532
H 0.15360 -6.11429 -2.16478 0.4099
H -4.32426 -4.92674 2.28885 0.4012
H 1.35648 1.96895 1.93277 -2.1986
H 3.93314 4.79231 0.39580 0.2187
H 2.35194 -2.64955 -3.62305 0.5056
H 0.75923 3.24597 3.73260 0.3230
H 4.54084 2.75027 4.26309 0.4483
H 2.81257 5.77739 1.30030 0.2549
H 3.11729 -0.17599 0.51091 0.0480
H 3.56783 2.05258 1.95583 0.2869
H 0.45611 1.73046 4.58911 0.3784
H 2.31338 3.47333 5.58656 0.4717
H -1.30857 4.67624 2.03088 0.1424
H -0.37887 3.95883 -2.93388 0.3557
H -5.64584 2.73642 2.20812 0.4171
H 3.41313 3.84442 3.43412 0.1904
H -1.37996 2.53817 -4.58092 0.3305
H -3.61011 4.13256 2.56296 0.4349
H -4.19329 -1.72215 -1.46465 0.5217
H -1.23958 -1.59112 1.42955 0.3364
H 2.08184 2.99269 -2.91643 0.3168
H -6.43832 -4.17514 1.23446 0.3775
H -2.16759 -4.07313 1.46988 0.3812
H -6.35800 -2.56400 -0.64327 0.4203
H -5.48944 0.77041 0.65752 0.4992
H 0.60284 -2.45629 1.11595 0.1069
H 4.47544 -3.05868 -2.35410 0.5360
H -0.95985 -0.68719 -4.44751 0.2338
H 2.71509 1.75115 5.54313 0.2848
```

Values from the calculation:
multiplicity = 1
net charge = -1
DFT total energy = -3223.173772 hartree
energy above the lowest of the compared OMol25 structures with the same formula, charge and spin = 0.000 eV
largest force on an atom = 0.005 Eh/bohr
LUMO = 1.9 eV
orbital gap = 7.2 eV

Molecular formula: C32H45N3O10
Method: DFT, ωB97M-V/def2-TZVPD

Structure (XYZ):
```
90
Properties=species:S:1:pos:R:3:mulliken_charge:R:1
O 29.73477 11.33806 8.54514 -0.2005
O 36.78855 5.17173 7.14943 -0.5679
O 31.29829 6.71082 6.59373 -0.4255
O 31.06486 13.59153 4.77283 -0.6882
O 33.76265 19.74405 4.82793 -0.5974
O 27.71082 10.55615 9.09606 -0.5852
O 30.49548 14.93204 6.44048 -0.4027
O 33.41705 17.85036 5.95487 -0.4358
O 37.12274 5.12049 9.36283 -0.3798
O 29.37741 7.42924 5.69557 -0.5698
N 37.04883 15.57037 7.05551 0.0239
N 36.27807 11.94950 13.32407 0.0305
N 33.49742 12.72536 6.32346 1.0890
C 30.74295 12.20351 9.13286 0.4199
C 29.34694 15.64823 6.92199 -0.1940
C 35.32392 11.77804 12.34677 -0.7159
C 37.25869 10.99468 13.21811 -0.7719
C 36.68432 5.80390 10.54365 -0.4355
C 30.20253 14.18918 5.34732 0.5431
C 28.71795 14.25464 5.01928 -0.4231
C 34.14943 17.62114 3.71232 -0.4594
C 37.22928 14.37111 5.19963 -0.3759
C 34.59664 12.31678 8.19857 -1.1120
C 31.13103 9.04215 6.30967 -0.1530
C 33.75737 18.54776 4.85514 0.4270
C 35.66261 6.77719 8.59506 0.2750
C 28.18202 15.25595 6.02349 -0.6857
C 28.62859 12.54083 10.18716 -0.3355
C 35.91855 7.05453 10.07954 -0.0384
C 33.75735 13.20085 7.57961 -0.5131
C 32.54332 7.29623 7.00473 -0.3415
C 37.52752 15.73009 4.90319 -0.5165
C 32.60683 8.64589 6.29021 0.1740
C 33.43796 16.42383 5.71721 1.2408
C 36.88542 10.17771 12.19019 -0.3767
C 34.22203 11.59283 6.11868 -1.0737
C 33.92324 16.20826 4.28263 -0.2153
C 37.33174 16.45476 6.04497 -0.6867
C 36.96348 14.30924 6.54167 -0.6663
C 34.94856 11.32427 7.25036 -0.6896
C 30.11800 12.73884 10.43019 -0.6825
C 28.57850 11.35771 9.25880 0.3712
C 35.71276 10.68800 11.60989 0.0592
C 36.57872 5.62808 8.23041 0.4351
C 30.44992 7.68884 6.14202 0.3127
H 33.08638 8.58774 5.31579 0.3552
H 37.84110 16.17746 3.97365 0.4574
H 27.77156 16.11288 5.47496 0.2891
H 37.43364 17.51209 6.22068 0.4408
H 32.92736 13.18878 5.63001 -0.0006
H 36.41258 7.98666 10.33628 -0.2367
H 35.73125 10.58946 7.34719 0.6314
H 33.36872 14.16109 7.87632 0.6077
H 29.54807 16.71074 7.02571 0.3059
H 38.06045 10.94495 13.93276 0.3894
H 36.08767 5.15294 11.18098 0.2323
H 36.66037 13.50478 7.18843 0.6353
H 37.59700 6.05215 11.08603 0.3029
H 28.41836 13.20793 5.05172 0.3472
H 30.88703 9.49892 7.26805 -0.0154
H 30.49079 12.20758 11.30673 0.3153
H 30.82085 9.71288 5.51212 0.4345
H 36.84211 15.88160 7.98692 0.2498
H 31.58149 11.54487 9.34835 0.1709
H 29.18394 15.26476 7.93231 0.0768
H 34.28807 11.14125 5.14294 0.5667
H 33.48363 17.82771 2.87917 0.2719
H 34.83506 15.62091 4.24143 -0.0624
H 34.64625 6.49878 8.34417 -0.2397
H 28.73119 14.61685 3.99172 0.3302
H 36.22852 12.67059 14.02087 0.1875
H 34.10860 15.91902 6.41216 -0.2946
H 34.96343 7.12807 10.60634 0.3766
H 33.40434 6.72441 6.66349 0.3085
H 32.51110 7.36894 8.09368 0.1971
H 27.26047 14.99179 6.54631 0.3811
H 35.89667 7.69859 8.05964 0.2141
H 34.60289 12.56961 12.23058 0.4235
H 37.07333 13.55472 4.51429 0.4612
H 35.19032 17.81121 3.46801 0.2201
H 32.41134 16.11294 5.90380 -0.5219
H 30.36691 13.78291 10.62816 0.3604
H 34.95831 12.50056 9.19964 0.6080
H 31.01976 12.96965 8.41494 -0.2220
H 27.98406 12.48689 11.05743 0.3779
H 35.32451 10.46419 10.62783 0.4301
H 37.44983 9.33994 11.81347 0.3855
H 33.13293 15.72294 3.70960 0.3821
H 28.27211 13.38636 9.58741 0.0702
H 33.21475 9.30811 6.90479 -0.2875
```

Values from the calculation:
multiplicity = 1
DFT total energy = -2163.025970 hartree
energy above the lowest of the compared OMol25 structures with the same formula, charge and spin = 0.000 eV
largest force on an atom = 0.040 Eh/bohr
LUMO = 0.1 eV
orbital gap = 8.5 eV

Molecular formula: C3H5Cl
Method: DFT, ωB97M-V/def2-TZVPD

Structure (XYZ):
```
9
Properties=species:S:1:pos:R:3:mulliken_charge:R:1
Cl 1.92482 -1.94296 2.28131 -0.0869
C 0.83902 -0.65443 0.11297 -0.0647
C 0.84310 -1.33555 1.22143 -0.1041
C -0.39791 0.08318 -0.38314 -1.0209
H -0.75047 0.91123 0.21562 0.2622
H -1.13699 -1.87255 1.86712 0.0777
H -1.17130 -0.67408 -0.63027 0.3124
H -0.10359 0.54287 -1.25629 0.3598
H 1.77970 -0.13466 -0.19888 0.2646
```

Values from the calculation:
multiplicity = 1
DFT total energy = -577.302443 hartree
energy above the lowest of the compared OMol25 structures with the same formula, charge and spin = 4.646 eV
largest force on an atom = 0.061 Eh/bohr
LUMO (spin up / spin down) = -0.3 / -0.4 eV
orbital gap (spin up / spin down) = 8.7 / 9.2 eV